Entry 1:
61
Properties=species:S:1:pos:R:3:nbo_charge:R:1 method="wB97M-V/def2-TZVPD" homo_ev=-1.91 multiplicity=1 charge=-2
Ti 0.776 -1.474 -0.871 1.48
Se 3.177 -1.908 -2.055 -0.45
Se 4.628 -0.414 -1.040 -0.09
Se 4.497 -1.257 1.141 -0.11
Se 2.184 -1.091 1.440 -0.53
F -2.242 -2.365 -2.117 -0.29
C -1.827 -3.170 -3.088 0.78
F -1.917 -4.441 -2.671 -0.32
F -2.654 -3.027 -4.129 -0.32
S -0.014 -2.826 -3.556 1.44
O 0.282 -2.974 -0.617 -0.88
O 0.165 -1.485 -2.886 -0.98
N -0.227 -2.445 -5.111 -1.16
S 0.265 -3.479 -6.187 2.25
O -0.398 -3.238 -7.436 -0.95
O 0.390 -4.831 -5.702 -0.96
C 2.008 -2.985 -6.535 0.70
F 2.519 -3.760 -7.507 -0.33
F 2.083 -1.715 -6.946 -0.32
F 2.764 -3.125 -5.450 -0.31
C -1.530 1.382 -2.444 -1.14
Si -0.553 1.359 -0.834 1.82
C 1.238 1.709 -1.248 -1.13
C -1.207 2.771 0.229 -1.13
N -0.587 -0.200 -0.057 -1.22
C -1.638 -0.625 0.751 0.29
C -1.424 -1.600 1.742 -0.27
C -2.431 -1.970 2.614 -0.19
C -3.695 -1.389 2.543 -0.29
C -3.930 -0.444 1.555 -0.21
C -2.926 -0.072 0.672 -0.30
H -1.548 2.395 -2.860 0.22
H -2.565 1.057 -2.305 0.22
H -1.074 0.716 -3.178 0.26
H 1.296 2.505 -1.995 0.23
H 1.796 0.859 -1.663 0.25
H 1.786 2.020 -0.355 0.26
H -0.779 3.709 -0.137 0.23
H -0.924 2.674 1.277 0.24
H -2.294 2.858 0.174 0.22
H -0.448 -2.064 1.810 0.24
H -2.221 -2.720 3.368 0.20
H -4.479 -1.678 3.232 0.19
H -4.910 0.011 1.459 0.19
H -3.151 0.650 -0.104 0.20
C 0.912 4.729 5.056 -0.25
O 1.380 4.404 3.752 -0.83
P 1.552 2.862 3.264 1.62
O 0.084 2.339 3.765 -0.85
C -0.248 0.978 3.439 -0.28
O 2.485 2.334 4.509 -0.85
C 3.380 1.237 4.288 -0.27
H 1.516 5.554 5.436 0.17
H 0.991 3.884 5.738 0.19
H -0.132 5.042 5.000 0.17
H -1.333 0.903 3.378 0.20
H 0.185 0.677 2.481 0.22
H 0.121 0.306 4.215 0.18
H 4.379 1.613 4.065 0.17
H 3.411 0.658 5.211 0.17
H 3.053 0.577 3.484 0.22


Entry 2:
41
Properties=species:S:1:pos:R:3:nbo_charge:R:1 method="wB97M-V/def2-TZVPD" homo_ev=-10.49 e_above_lowest_kj_mol=5.1 multiplicity=1 charge=+1 smiles=OCC[NH+]1CCN(CCSc2ccccc2)CC1
O 1.441 -0.248 4.653 -0.75
C 1.436 1.165 4.638 -0.08
C 0.462 1.572 3.526 -0.23
N 0.692 0.700 2.350 -0.37
C -0.506 0.507 1.501 -0.24
C -0.186 -0.549 0.424 -0.23
N 0.948 -0.192 -0.376 -0.45
C 0.738 0.670 -1.523 -0.24
C 1.369 0.040 -2.762 -0.53
S 0.781 -1.675 -2.984 0.26
C -0.978 -1.463 -3.104 -0.20
C -1.779 -2.434 -2.511 -0.24
C -3.156 -2.336 -2.590 -0.20
C -3.741 -1.266 -3.247 -0.22
C -2.942 -0.304 -3.842 -0.21
C -1.563 -0.402 -3.781 -0.19
C 2.104 0.066 0.432 -0.23
C 1.835 1.133 1.512 -0.25
H 1.857 -0.574 5.457 0.51
H 1.088 1.581 5.588 0.21
H 2.446 1.550 4.443 0.18
H 0.581 2.621 3.254 0.24
H -0.560 1.406 3.874 0.23
H 0.939 -0.215 2.769 0.47
H -1.340 0.175 2.119 0.23
H -0.760 1.464 1.039 0.22
H -1.057 -0.698 -0.215 0.25
H 0.028 -1.504 0.919 0.20
H -0.335 0.781 -1.696 0.22
H 1.163 1.673 -1.375 0.18
H 1.164 0.628 -3.655 0.23
H 2.446 -0.065 -2.646 0.23
H -1.310 -3.264 -2.005 0.22
H -3.772 -3.097 -2.136 0.22
H -4.816 -1.188 -3.307 0.22
H -3.392 0.522 -4.372 0.22
H -0.953 0.338 -4.276 0.21
H 2.927 0.395 -0.202 0.24
H 2.409 -0.867 0.919 0.21
H 2.717 1.266 2.138 0.23
H 1.575 2.088 1.051 0.22


Entry 3:
45
Properties=species:S:1:pos:R:3:nbo_charge:R:1 method="wB97M-V/def2-TZVPD" homo_ev=-7.39 e_above_lowest_kj_mol=0.0 multiplicity=1 charge=0 smiles="CNC(=O)[C@H](CC(N)=O)NC(C)=O.Cc1c(N)cccc1N"
C 1.882 5.980 -2.141 -0.41
N 1.773 4.842 -1.230 -0.61
C 1.540 3.578 -1.601 0.66
O 1.391 3.264 -2.779 -0.65
C 1.482 2.453 -0.540 -0.11
C 0.027 2.011 -0.274 -0.51
C -0.101 0.672 0.430 0.67
N 0.518 -0.371 -0.076 -0.81
O -0.759 0.531 1.443 -0.64
N 2.184 2.656 0.744 -0.61
C 1.994 3.626 1.641 0.69
C 2.802 3.524 2.913 -0.71
O 1.229 4.565 1.481 -0.65
H 1.570 6.893 -1.632 0.21
H 2.915 6.088 -2.474 0.20
H 1.244 5.827 -3.014 0.22
H 1.776 5.030 -0.234 0.43
H 1.985 1.621 -1.033 0.22
H -0.482 2.768 0.324 0.26
H -0.498 1.931 -1.225 0.25
H 0.376 -1.243 0.406 0.42
H 0.996 -0.311 -0.955 0.39
H 2.848 1.946 1.004 0.40
H 2.559 4.373 3.551 0.25
H 3.863 3.536 2.674 0.23
H 2.543 2.601 3.429 0.23
C -1.953 -2.447 -1.226 -0.64
C -1.968 -3.678 -0.339 -0.16
C -1.557 -4.919 -0.862 0.21
N -1.122 -5.037 -2.171 -0.82
C -1.589 -6.071 -0.080 -0.33
C -2.036 -6.012 1.240 -0.16
C -2.441 -4.788 1.774 -0.32
C -2.404 -3.628 1.001 0.21
N -2.794 -2.446 1.608 -0.82
H -2.232 -1.540 -0.686 0.21
H -2.659 -2.576 -2.051 0.22
H -0.953 -2.297 -1.644 0.21
H -1.359 -4.269 -2.794 0.38
H -1.103 -5.975 -2.563 0.39
H -1.269 -7.021 -0.495 0.20
H -2.066 -6.911 1.849 0.21
H -2.785 -4.743 2.802 0.20
H -2.898 -2.459 2.619 0.39
H -2.473 -1.575 1.185 0.39


Entry 4:
41
Properties=species:S:1:pos:R:3:nbo_charge:R:1 method="wB97M-V/def2-TZVPD" homo_ev=-9.38 e_above_lowest_kj_mol=0.0 multiplicity=1 charge=0 smiles="CCCCCCC#CCC(=O)N(CCS)C(C)=O"
C 1.927 -1.632 5.254 -0.60
C 1.116 -1.189 4.036 -0.39
C 1.444 0.255 3.734 -0.39
C 0.464 0.731 2.669 -0.40
C 0.719 2.206 2.346 -0.37
C -0.254 2.773 1.269 -0.47
C -0.008 2.053 -0.015 0.03
C 0.323 1.591 -1.083 -0.06
C 0.746 1.099 -2.398 -0.56
C -0.508 0.833 -3.260 0.72
O -0.790 1.608 -4.192 -0.59
N -1.307 -0.263 -3.033 -0.49
C -0.722 -1.389 -2.243 -0.23
C 0.156 -2.285 -3.112 -0.54
S 1.159 -3.327 -2.044 -0.05
C -2.464 -0.433 -3.745 0.71
C -3.509 0.672 -4.028 -0.69
O -2.843 -1.600 -3.883 -0.59
H 1.705 -1.019 6.136 0.20
H 3.000 -1.526 5.014 0.20
H 1.690 -2.661 5.487 0.21
H 1.356 -1.821 3.174 0.20
H 0.049 -1.244 4.278 0.19
H 1.350 0.898 4.620 0.19
H 2.484 0.323 3.401 0.20
H -0.601 0.617 2.974 0.19
H 0.622 0.126 1.760 0.20
H 1.755 2.288 1.989 0.20
H 0.577 2.780 3.296 0.20
H -1.292 2.681 1.609 0.23
H -0.039 3.824 1.133 0.23
H 1.324 0.195 -2.268 0.24
H 1.382 1.894 -2.857 0.27
H -0.121 -1.035 -1.398 0.22
H -1.523 -2.018 -1.808 0.25
H -0.532 -2.849 -3.746 0.24
H 0.833 -1.748 -3.767 0.21
H 1.634 -4.209 -2.968 0.14
H -4.510 0.225 -3.845 0.24
H -3.368 1.566 -3.406 0.23
H -3.423 1.010 -5.079 0.25